# 1
One molecule with the formula C20H25ClN6, computed with ωB97M-V with the def2-TZVPD basis set.

Geometry (Å):
C: -0.330 2.131 0.073
C: -0.413 0.604 0.188
C: 0.085 -0.001 -1.094
N: 1.363 -0.133 -1.374
N: 1.442 -0.703 -2.566
N: 0.292 -0.917 -3.040
N: -0.617 -0.490 -2.155
C: -2.037 -0.552 -2.490
C: -2.640 0.854 -2.422
C: -2.145 -1.084 -3.920
C: -2.766 -1.506 -1.544
N: 0.294 0.145 1.370
C: -0.009 -1.210 1.786
C: 0.290 -2.312 0.794
C: 1.549 -2.505 0.232
C: 1.719 -3.491 -0.725
C: 0.624 -4.261 -1.085
N: -0.568 -4.119 -0.529
C: -0.718 -3.179 0.388
C: 1.675 0.578 1.504
C: 1.775 1.861 2.296
C: 0.847 2.146 3.290
C: 0.927 3.305 4.039
C: 1.952 4.207 3.808
C: 2.894 3.941 2.831
C: 2.802 2.775 2.087
Cl: 4.009 2.473 0.877
H: 0.690 2.442 -0.132
H: -0.963 2.486 -0.736
H: -0.654 2.586 1.004
H: -1.462 0.317 0.331
H: -2.034 1.556 -2.991
H: -3.637 0.837 -2.853
H: -2.722 1.205 -1.397
H: -3.192 -1.154 -4.202
H: -1.693 -2.069 -3.993
H: -1.634 -0.424 -4.615
H: -2.330 -2.500 -1.598
H: -3.811 -1.569 -1.835
H: -2.721 -1.161 -0.514
H: 0.542 -1.396 2.713
H: -1.079 -1.249 2.030
H: 2.383 -1.881 0.513
H: 2.678 -3.645 -1.192
H: 0.697 -5.025 -1.847
H: -1.708 -3.113 0.823
H: 2.235 -0.184 2.054
H: 2.153 0.693 0.526
H: 0.049 1.439 3.457
H: 0.192 3.504 4.805
H: 2.023 5.115 4.387
H: 3.701 4.632 2.641

Output
Kohn-Sham gap	9.341	eV
ΔE to the lowest compared entry with this formula, charge and spin	0.00	kJ/mol
SMILES	C[C@@H](c1nnnn1C(C)(C)C)N(Cc1cccnc1)Cc1ccccc1Cl
maximum force	1.4	eV/A
HOMO energy	-8.738	eV
calculated total energy	-42608.0503	eV

***

# 2
A 5-piece molecular cluster, C20H25F15O10 overall, computed with ωB97M-V with the def2-TZVPD basis set.

Geometry (Å):
C: -2.157 -7.600 0.341
C: -2.335 -8.597 -0.868
O: -2.366 -8.015 -2.138
C: -1.235 -7.560 -2.765
O: -0.249 -7.300 -2.137
C: -1.250 -7.300 -4.249
F: -1.151 -5.934 -4.356
F: -0.234 -7.926 -4.897
F: -2.415 -7.601 -4.751
H: -1.258 -7.005 0.177
H: -2.012 -8.062 1.317
H: -2.986 -6.895 0.393
H: -3.213 -9.208 -0.658
H: -1.512 -9.308 -0.939
C: -7.116 6.809 -1.065
C: -7.879 5.470 -1.086
O: -7.560 4.715 -2.262
C: -6.478 4.021 -2.326
O: -5.571 3.981 -1.533
C: -6.494 2.991 -3.521
F: -7.696 2.393 -3.416
F: -6.392 3.575 -4.710
F: -5.444 2.138 -3.317
H: -7.526 7.276 -0.170
H: -7.410 7.252 -2.017
H: -6.052 6.587 -0.975
H: -8.932 5.730 -1.198
H: -7.708 4.930 -0.155
C: 8.765 -10.670 1.059
C: 7.288 -10.409 1.255
O: 7.042 -9.148 1.837
C: 5.743 -8.790 1.996
O: 4.853 -9.534 1.729
C: 5.518 -7.342 2.449
F: 4.674 -6.676 1.626
F: 5.065 -7.419 3.667
F: 6.726 -6.673 2.525
H: 9.343 -10.813 1.972
H: 9.218 -9.858 0.490
H: 8.924 -11.531 0.410
H: 6.813 -11.164 1.881
H: 6.894 -10.438 0.239
C: 0.074 -0.628 -1.746
C: 1.617 -0.786 -1.440
O: 2.249 0.468 -1.561
C: 2.002 1.445 -0.647
O: 1.162 1.454 0.231
C: 3.031 2.649 -0.594
F: 3.944 2.438 -1.498
F: 2.435 3.775 -0.860
F: 3.617 2.740 0.572
H: 0.018 -0.250 -2.767
H: -0.474 -0.030 -1.017
H: -0.401 -1.608 -1.710
H: 2.018 -1.228 -2.352
H: 1.778 -1.349 -0.521
C: 0.162 9.772 1.708
C: -0.020 10.317 3.155
O: 0.118 11.756 3.116
C: 0.240 12.444 4.291
O: 0.217 11.805 5.365
C: 0.440 13.953 4.248
F: 0.598 14.357 2.980
F: -0.640 14.586 4.790
F: 1.529 14.222 4.960
H: -0.589 10.183 1.033
H: -0.174 8.741 1.817
H: 1.204 9.815 1.390
H: 0.667 9.786 3.814
H: -1.058 10.086 3.393

Output
Kohn-Sham gap	11.442	eV
ΔE to the lowest compared entry with this formula, charge and spin	297.96	kJ/mol
SMILES	CCOC(=O)C(F)(F)F.CCOC(=O)C(F)(F)F.CCOC(=O)C(F)(F)F.CCOC(=O)C(F)(F)F.CCOC(=O)C(F)(F)F
maximum force	5.9	eV/A
HOMO energy	-10.919	eV
calculated total energy	-82381.7166	eV

***

- Which of these has the highest calculated total energy?
  C20H25ClN6

***

- Number 2 is which compound?
  C20H25F15O10

***

- maximum force of number 2 (C20H25F15O10)?
  5.9 eV/A